# 1
# C38H43F13N6OPbS2

A structure of composition C38H43F13N6OPbS2 (the ωB97M-V functional and the def2-TZVPD basis, the Open Molecules 2025 dataset).

```
104
Properties=species:S:1:pos:R:3:forces:R:3:lowdin_charge:R:1
Pb 0.456371 -0.035520 -0.037448 0.505 0.296 0.111 1.34
C -2.007368 -1.393144 2.049377 0.021 0.013 -0.012 -0.10
N -0.580349 -1.210503 2.272546 -0.010 0.041 0.003 -0.29
C -0.335570 -0.278380 3.369220 -0.077 -0.030 0.007 -0.22
C 1.066100 0.305139 3.370404 0.095 0.064 -0.095 -0.27
N 1.210807 1.171533 2.217028 0.052 -0.323 -0.068 -0.07
C 2.205671 2.070882 2.218227 -0.160 0.103 -0.073 -0.24
C 2.122302 3.157838 1.303908 -0.009 -0.029 -0.043 -0.18
F 1.046344 3.221341 0.500105 0.009 0.009 0.000 0.03
C 3.062688 4.147728 1.189662 -0.028 0.014 -0.030 -0.16
F 2.891672 5.143408 0.299613 0.006 0.021 -0.023 0.09
C 4.183756 4.158009 2.005825 -0.004 -0.024 0.002 -0.17
F 5.113960 5.136535 1.905567 0.022 0.035 0.003 0.06
C 4.313108 3.139035 2.921427 -0.011 -0.029 0.018 -0.17
F 5.399547 3.108760 3.721563 0.030 -0.011 0.032 0.08
C 3.364474 2.136686 3.025773 0.007 -0.015 0.058 -0.14
F 3.642938 1.150252 3.919959 -0.019 -0.022 -0.011 0.05
C 0.103426 -2.487871 2.437640 -0.026 -0.009 0.044 -0.21
C 0.382934 -3.145035 1.094125 0.011 0.040 -0.097 -0.25
N 1.195157 -2.338512 0.198227 0.043 0.242 0.081 -0.12
C 2.461432 -2.749695 -0.059329 0.019 -0.079 -0.134 -0.21
C 2.976515 -2.648039 -1.372198 -0.130 -0.019 -0.004 -0.17
F 2.155155 -2.239283 -2.352695 0.010 -0.010 -0.006 0.08
C 4.256630 -3.000801 -1.726235 0.027 -0.007 -0.019 -0.16
F 4.663946 -2.878310 -3.000597 0.014 0.000 -0.030 0.09
C 5.121579 -3.535565 -0.787084 -0.030 0.042 -0.011 -0.16
F 6.380174 -3.886647 -1.122885 0.024 -0.020 -0.009 0.08
C 4.660666 -3.696106 0.501372 -0.013 -0.015 0.067 -0.16
F 5.487594 -4.193170 1.441782 0.015 -0.019 0.018 0.08
C 3.376156 -3.318594 0.847636 0.005 0.066 0.075 -0.14
F 3.040952 -3.441484 2.154247 -0.016 -0.017 -0.029 0.07
H -2.499898 -1.807584 2.946207 -0.013 0.010 0.005 0.08
H -2.466362 -0.434288 1.802165 0.005 -0.003 -0.013 0.07
H -2.184135 -2.068346 1.213365 0.014 0.005 0.008 0.06
H -1.029823 0.555677 3.239890 -0.011 0.000 0.053 0.12
H -0.556225 -0.757804 4.341712 0.013 -0.031 -0.015 0.12
H 1.176438 0.857457 4.315137 0.011 0.041 -0.002 0.11
H 1.810659 -0.501222 3.407468 0.008 -0.017 0.034 0.10
H 1.050335 -2.321890 2.947086 0.000 0.038 -0.008 0.10
H -0.501228 -3.166757 3.067050 -0.009 0.012 0.025 0.12
H 0.836423 -4.123267 1.284990 0.034 -0.040 -0.026 0.11
H -0.572507 -3.346413 0.593130 0.002 -0.011 0.006 0.09
C -3.525007 2.451376 -6.526523 0.025 0.015 -0.005 -0.11
C -2.014865 2.505866 -6.301699 -0.045 -0.031 0.021 -0.25
C -1.628478 2.222548 -4.852793 0.009 0.000 0.033 -0.19
C -1.859762 3.416274 -3.928359 -0.009 -0.025 0.104 -0.19
N -1.666632 3.127378 -2.520452 -0.028 -0.068 -0.010 0.00
C -2.589090 2.581213 -1.689984 0.101 -0.153 -0.004 -0.84
S -2.214117 2.319237 -0.081676 -0.185 0.116 0.012 0.60
N -3.792604 2.298871 -2.261918 -0.037 -0.008 -0.005 0.00
C -4.846481 1.559806 -1.577892 0.015 0.052 0.004 -0.22
C -4.858999 0.085454 -1.964717 0.053 -0.024 0.018 -0.19
C -5.440989 -0.192760 -3.351025 0.013 -0.023 0.014 -0.26
C -6.959837 -0.050676 -3.406088 0.023 0.036 -0.005 -0.12
H -3.786444 2.645542 -7.569001 0.003 0.003 0.011 0.06
H -4.054827 3.186832 -5.914588 0.007 -0.026 -0.006 0.06
H -3.908523 1.461223 -6.266339 -0.008 0.012 -0.002 0.06
H -1.629914 3.487414 -6.601168 0.024 -0.019 -0.005 0.11
H -1.530415 1.768044 -6.944686 0.022 -0.012 -0.024 0.09
H -0.582592 1.927332 -4.775562 0.009 0.036 -0.013 0.10
H -2.203992 1.364418 -4.486416 0.037 -0.040 -0.003 0.10
H -2.866316 3.822461 -4.057353 -0.013 0.051 -0.008 0.11
H -1.172127 4.221947 -4.194475 0.025 -0.018 -0.014 0.13
H -0.728966 3.124701 -2.146983 -0.013 0.064 0.020 0.12
H -3.776245 2.171663 -3.261615 -0.043 0.068 -0.018 0.09
H -5.800679 2.043478 -1.810911 -0.016 -0.016 0.023 0.10
H -4.663360 1.668352 -0.511751 0.020 0.027 -0.005 0.06
H -5.424368 -0.480671 -1.218712 -0.053 0.002 -0.015 0.12
H -3.834116 -0.284181 -1.898889 0.025 -0.024 0.009 0.08
H -5.166589 -1.207732 -3.646537 0.044 0.002 -0.005 0.10
H -4.986596 0.477037 -4.093714 0.022 -0.030 -0.001 0.08
H -7.429742 -0.773211 -2.735195 -0.008 0.006 -0.002 0.07
H -7.345334 -0.225707 -4.413246 0.008 -0.007 0.013 0.06
H -7.283704 0.946668 -3.098495 -0.009 -0.009 -0.003 0.06
C 0.303636 -0.775720 -9.373372 0.009 0.000 0.015 -0.06
C 0.321443 -0.706382 -7.868379 0.014 0.010 0.010 -0.28
C 1.383884 -0.124857 -7.190963 -0.016 0.043 -0.001 -0.02
C 1.415011 -0.033774 -5.799704 0.027 0.028 0.028 -0.19
C 2.615721 0.574161 -5.119335 -0.039 -0.029 -0.004 -0.02
C 0.341020 -0.569452 -5.083294 -0.062 -0.019 0.058 -0.10
C 0.250830 -0.501983 -3.593462 -0.008 -0.065 -0.029 -0.23
O 0.475788 0.498407 -2.952446 0.077 0.143 -0.122 -0.03
C -0.735383 -1.182721 -5.741741 -0.073 -0.022 0.034 -0.20
C -1.901560 -1.745891 -4.963500 0.049 0.022 -0.076 -0.04
C -0.735210 -1.227595 -7.128842 0.005 -0.011 -0.012 -0.03
H 1.217529 -0.358029 -9.796328 -0.005 0.001 0.001 0.07
H -0.543374 -0.220342 -9.783129 0.003 -0.002 0.004 0.07
H 0.213089 -1.808504 -9.716799 -0.001 0.006 -0.001 0.08
H 2.217083 0.281408 -7.756718 -0.007 -0.013 0.001 0.11
H 3.191077 1.168098 -5.831054 0.003 -0.021 0.004 0.07
H 3.264066 -0.211125 -4.724643 -0.003 -0.010 0.011 0.09
H 2.349458 1.192381 -4.266217 -0.038 0.017 -0.015 0.07
H -0.105003 -1.405369 -3.082373 0.092 -0.009 -0.030 0.09
H -1.604976 -2.555071 -4.293252 -0.014 0.006 -0.023 0.07
H -2.661451 -2.133838 -5.642165 0.005 0.002 -0.002 0.08
H -2.365202 -0.988013 -4.327165 0.007 -0.034 0.024 0.07
H -1.576980 -1.683613 -7.642426 0.009 0.004 0.007 0.11
S -3.204507 -3.700303 -1.757380 0.052 0.097 0.023 0.36
C -2.239032 -2.369485 -1.559975 -0.136 -0.009 -0.063 -1.02
N -1.584417 -1.407006 -1.450382 -0.339 -0.292 -0.016 -0.02
F 3.837639 0.731264 -0.002071 -0.010 0.008 -0.037 -0.02
C 2.832879 0.691839 -0.955050 0.055 -0.112 0.090 -0.55
F 3.463034 0.053383 -2.023726 -0.055 0.061 0.050 -0.04
F 2.777266 2.007975 -1.410674 -0.056 -0.065 0.053 -0.04
```
Forces are in eV/Å.

ΔE to the lowest compared entry with this formula, charge and spin: 4.19 kcal per mole
largest force on an atom: 0.6 eV/Å
net charge: -2
LUMO level: 3.662 eV
frontier orbital gap: 5.492 eV
HOMO: -1.830 eV

# 2
# C14H34Cl2F2N7O10S2Tl

A structure of composition C14H34Cl2F2N7O10S2Tl at a distorted geometry (the ωB97M-V functional and the def2-TZVPD basis, the Open Molecules 2025 dataset).

```
72
Properties=species:S:1:pos:R:3:forces:R:3:lowdin_charge:R:1
Tl 1.213709 -1.894422 1.997913 0.062 0.151 0.068 1.14
N 0.148443 -0.564093 -0.209570 0.112 -0.873 -2.310 -0.23
S 0.035573 0.975423 -0.380575 0.464 6.626 5.275 0.47
O -1.301787 1.408576 -0.633852 0.043 -0.489 -1.006 -0.22
O 1.140800 1.786538 -0.812137 -0.775 -1.576 -0.962 -0.20
F 0.154292 1.262769 1.217757 -0.262 -0.470 -0.765 -0.20
S 0.083389 -0.969929 -1.805141 0.007 -6.337 -2.467 0.52
O 1.252005 -0.740659 -2.591369 -0.199 1.724 0.558 -0.20
O -1.209485 -0.986710 -2.426670 0.800 1.065 1.152 -0.21
F 0.317120 -2.516891 -1.513366 -0.375 0.339 0.442 -0.17
Cl -4.747261 1.929299 -1.807580 0.092 -0.042 0.408 0.61
C -3.990569 0.467226 -2.477252 0.945 0.674 -0.478 -0.68
C -4.910624 -0.163626 -3.498075 0.244 -0.854 0.712 -0.67
Cl -5.145645 0.857479 -4.899253 -0.156 0.172 -0.149 0.64
H -3.636020 -0.186119 -1.683195 -0.659 -0.245 0.061 0.04
H -3.062218 0.794798 -2.953785 -0.155 0.129 -0.165 0.04
H -5.849536 -0.397748 -2.997843 -0.203 0.117 -0.376 0.08
H -4.456918 -1.096789 -3.834932 -0.010 0.041 -0.039 0.08
O -0.159436 -0.091940 3.912731 -0.671 0.209 0.104 -0.05
C -0.207292 1.076247 4.315445 0.926 -0.850 -0.461 -0.54
N 0.780685 1.493756 5.129595 0.003 0.852 0.342 0.19
C -1.255942 2.093340 3.931128 1.233 0.524 0.868 0.03
H 0.968458 2.473382 5.275555 -0.313 -0.051 0.161 0.12
H 1.448555 0.857867 5.529267 -0.013 -0.278 -0.348 0.12
H -1.329582 2.757239 4.796765 -0.767 -0.281 0.127 0.10
H -2.182737 1.617930 3.641637 -0.042 0.224 -0.155 0.08
H -0.819759 2.793012 3.215107 -0.270 -0.474 -0.632 0.10
O -0.364375 -4.070001 0.808319 0.300 0.017 0.157 -0.06
C -1.267690 -4.729244 0.315077 -0.736 -0.184 0.186 -0.56
N -1.148801 -6.008746 -0.088839 0.424 -0.521 0.433 0.19
C -2.632318 -4.113640 0.078004 0.385 -0.024 -0.962 0.02
H -0.382072 -6.568758 0.257645 0.251 0.308 -0.165 0.13
H -1.950186 -6.564001 -0.334160 -0.216 0.282 -0.066 0.11
H -3.292976 -4.812696 -0.431296 -0.138 -0.018 0.209 0.09
H -2.424441 -3.314423 -0.638930 -0.276 0.260 0.236 0.08
H -3.081806 -3.730258 0.987160 0.131 0.025 0.050 0.08
O -1.689571 -1.393780 1.760214 0.162 0.165 -0.323 0.02
C -2.752242 -0.791913 1.975771 -0.207 -0.582 0.398 -0.52
N -3.298362 0.072161 1.135041 0.709 -0.320 -0.311 0.25
C -3.500672 -1.182850 3.222496 -0.940 1.298 0.675 0.04
H -2.784169 0.210896 0.272801 -0.228 0.560 0.058 0.07
H -4.071793 0.664788 1.380567 -0.158 -0.090 -0.081 0.13
H -4.352500 -0.507171 3.372185 -0.108 -0.081 -0.402 0.10
H -2.931461 -0.995128 4.131183 0.516 -0.644 -0.209 0.09
H -3.919003 -2.182536 3.145831 0.400 -0.163 0.058 0.10
O -0.843550 1.319417 -4.430911 -0.010 -0.401 -0.595 0.12
C 0.199149 1.809184 -4.853187 0.924 -0.374 1.673 -0.53
N 1.299141 1.063976 -5.111438 -0.475 -0.765 -0.499 0.20
C 0.375257 3.271794 -4.764388 0.540 1.753 -0.567 0.02
H 2.138788 1.410450 -5.542828 -0.188 0.476 -0.052 0.12
H 1.155590 0.068857 -5.219640 -0.042 0.028 0.137 0.12
H 1.402267 3.644896 -4.798474 0.205 -0.621 -0.102 0.09
H -0.005427 3.653977 -3.820077 -0.521 -0.124 -0.198 0.10
H -0.093206 3.744791 -5.631112 -0.418 0.036 0.301 0.11
O 2.618791 0.726526 2.618438 0.058 -0.287 0.350 -0.04
C 3.683982 1.348110 2.633439 -0.897 0.539 -1.016 -0.55
N 4.865640 0.734220 2.552502 -0.226 0.593 0.237 0.21
C 3.589952 2.885849 2.590702 -0.331 -0.837 -0.204 0.03
H 4.850841 -0.272308 2.555442 0.393 -0.010 -0.011 0.13
H 5.699635 1.295334 2.585694 0.228 -0.383 0.030 0.13
H 3.591206 3.241933 3.618963 0.354 0.323 -0.104 0.09
H 2.622357 3.121420 2.149421 -0.102 -0.136 0.187 0.08
H 4.312709 3.345651 1.918409 0.444 -0.006 0.488 0.09
O 3.485340 -1.008362 0.163259 -0.184 0.141 0.208 -0.06
C 4.332094 -0.546814 -0.604926 0.200 -0.253 0.311 -0.55
N 5.271947 -1.336367 -1.149689 -0.067 1.001 -0.233 0.20
C 4.277444 0.917911 -1.010059 -0.095 -0.505 -0.103 0.03
H 5.261709 -2.331214 -1.004873 -0.015 -0.044 -0.067 0.13
H 5.823097 -0.910139 -1.876098 0.303 -0.445 0.010 0.12
H 4.035762 1.534969 -0.151096 -0.476 -0.141 -0.024 0.07
H 3.464796 0.865764 -1.737690 -0.148 0.707 0.075 0.08
H 5.150894 1.381511 -1.467143 0.214 -0.577 -0.135 0.09
```
Forces are in eV/Å.

largest force on an atom: 8.5 eV/Å
net charge: +2
LUMO level: -12.059 eV
frontier orbital gap: 2.189 eV
HOMO: -14.248 eV

# 3
# CHClN3O

The ion CHClN3O with charge +1 at a distorted geometry (the ωB97M-V functional and the def2-TZVPD basis, the Open Molecules 2025 dataset).

```
7
Properties=species:S:1:pos:R:3:forces:R:3:lowdin_charge:R:1
N -0.203011 0.950427 2.345338 0.138 -0.117 -0.937 0.47
N -0.100809 0.557050 1.315911 -0.073 2.263 2.828 0.13
C -0.027158 -0.123246 0.196254 -2.448 -10.912 0.637 -0.29
O -0.436506 -1.582793 0.811907 2.272 7.621 -3.426 -0.04
N 0.199320 0.143851 -1.051519 0.141 0.976 0.187 -0.30
Cl 0.210678 -1.056231 -2.261752 -0.072 0.556 0.854 0.86
H 0.357485 1.110942 -1.356139 0.042 -0.387 -0.143 0.16
```
Forces are in eV/Å.

SMILES: N#[N+]C(=O)NCl
ΔE to the lowest compared entry with this formula, charge and spin: 119.68 kcal per mole
largest force on an atom: 11.2 eV/Å
net charge: +1
LUMO level (spin up / spin down): -8.095 / -8.089 eV
frontier orbital gap (spin up / spin down): 7.345 / 8.103 eV
HOMO (spin up / spin down): -15.441 / -16.192 eV

# 4
# C6H18NPSi

The molecule C6H18NPSi at a distorted geometry (the ωB97M-V functional and the def2-TZVPD basis, the Open Molecules 2025 dataset).

```
27
Properties=species:S:1:pos:R:3:forces:R:3:lowdin_charge:R:1
C -1.346460 1.917630 0.861323 0.649 0.146 -0.422 -0.19
Si 0.409216 1.574799 0.245823 0.180 -1.760 0.000 0.33
C 0.607938 2.111953 -1.572130 0.062 0.194 0.276 -0.20
C 1.693066 2.497659 1.283320 -0.539 -0.657 -0.001 -0.20
N 0.736893 -0.156033 0.410692 -1.962 -2.254 -1.483 -0.31
P -0.070307 -1.554533 -0.055666 1.962 3.670 2.336 0.65
C 1.111188 -2.934827 0.080435 -0.010 -0.253 -0.495 -0.21
C -0.748019 -1.629394 -1.737838 -0.450 0.802 0.618 -0.20
C -1.479092 -1.936205 1.087404 -0.011 -0.175 -0.892 -0.20
H -1.965846 1.966878 -0.034073 -0.323 0.190 0.117 0.01
H -1.337011 2.871392 1.391937 -0.424 -0.035 0.013 0.02
H -1.701872 1.104836 1.491328 0.007 0.133 0.164 0.00
H -0.331066 2.357735 -2.073788 -0.018 -0.105 0.022 0.01
H 1.244651 3.000883 -1.639354 -0.052 -0.046 -0.014 0.02
H 1.110764 1.314664 -2.124720 -0.057 0.027 0.002 0.01
H 1.680538 2.032450 2.280286 0.102 0.349 -0.151 0.03
H 1.561675 3.578826 1.340916 -0.145 -0.062 0.072 0.02
H 2.654169 2.298643 0.830229 0.427 -0.048 -0.042 0.01
H 2.024549 -2.573211 -0.377543 0.181 0.143 -0.190 0.04
H 0.803955 -3.832573 -0.474852 -0.146 0.241 0.178 0.05
H 1.392105 -3.228092 1.091025 -0.390 0.257 0.139 0.05
H -1.275401 -2.550995 -1.904452 -0.083 -0.529 -0.231 0.04
H -1.456857 -0.801307 -1.874282 0.088 -0.159 0.239 0.05
H 0.036260 -1.447410 -2.444183 0.541 -0.222 -0.437 0.04
H -1.598771 -3.005261 1.280146 0.192 0.070 0.067 0.04
H -2.413455 -1.602449 0.635084 -0.008 0.131 -0.072 0.04
H -1.342810 -1.376059 2.002933 0.228 -0.047 0.188 0.03
```
Forces are in eV/Å.

SMILES: C[Si](C)(C)N=P(C)(C)C
ΔE to the lowest compared entry with this formula, charge and spin: 2.86 kcal per mole
largest force on an atom: 4.8 eV/Å
net charge: 0
LUMO level: 0.677 eV
frontier orbital gap: 8.679 eV
HOMO: -8.002 eV